No. 1
8
Properties=species:S:1:pos:R:3:mulliken_charge:R:1 method="wB97M-V/def2-TZVPD" lumo_energy_ev="-5.528 / -7.503" homo_ha="-0.5606 / -0.5860" total_charge=+1 e_above_lowest_kj_mol=544.7 energy_ev=-6786.983 homo_lumo_gap_ev="9.7 / 8.4"
C 0.86951 0.23915 0.32000 0.5462
N -1.95425 0.53414 0.12057 -0.4162
N 1.41213 -0.47704 -0.57694 -0.2126
F 1.31549 0.46809 1.49378 -0.0583
H -2.33862 1.12985 0.87578 0.2724
H -2.56257 -0.08709 -0.35492 0.2530
H 0.98437 -0.70889 -1.43592 0.2935
H 2.27394 -1.09820 -0.44235 0.3220

No. 2
8
Properties=species:S:1:pos:R:3:mulliken_charge:R:1 method="wB97M-V/def2-TZVPD" lumo_energy_ev="0.268 / -2.320" homo_ha="-0.2786 / -0.3603" spin_multiplicity=3 e_above_lowest_kj_mol=250.9 energy_ev=-9363.625 homo_lumo_gap_ev="7.8 / 7.5"
H 0.16352 -0.67092 1.65641 0.0785
O 1.02909 -0.03168 0.55908 -0.5063
Hg -0.01695 1.62332 1.35894 0.4513
O 0.57916 0.06815 -0.97177 -0.2437
C 1.11219 1.16525 -1.64475 -0.5630
H 1.28790 0.85087 -2.68456 0.2365
H 0.37896 1.99315 -1.66722 0.2533
H 2.04636 1.54068 -1.19138 0.2934

No. 3
10
Properties=species:S:1:pos:R:3:mulliken_charge:R:1 method="wB97M-V/def2-TZVPD" lumo_energy_ev=-6.000 homo_ha=-0.4804 total_charge=+1 e_above_lowest_kj_mol=278.7 energy_ev=-21762.902 homo_lumo_gap_ev=7.1
C -0.16723 -0.09210 0.09209 0.7024
N 1.82928 -0.31182 -0.37301 -0.5550
N -0.67242 1.05404 0.32359 -0.5151
N -0.73989 -1.25247 0.10688 -0.3570
I 2.44196 0.43960 -2.05230 0.3199
I -2.56767 1.50294 1.09043 0.3031
H 2.06013 0.22901 0.37322 0.2845
H -0.06777 1.89081 0.41256 0.3540
H -0.35190 -2.23066 0.02208 0.2929
H -1.76448 -1.22936 0.00448 0.1703

No. 4
8
Properties=species:S:1:pos:R:3:mulliken_charge:R:1 method="wB97M-V/def2-TZVPD" smiles="NC(=[NH2+])I" lumo_energy_ev=-5.111 homo_ha=-0.5440 total_charge=+1 e_above_lowest_kj_mol=272.8 energy_ev=-12173.098 homo_lumo_gap_ev=9.7
N 0.31873 0.83611 -0.83576 -0.2862
C 0.01412 0.35502 0.28372 0.2558
N -0.64648 -1.33062 0.21116 -0.4949
I 0.20644 1.26107 2.14602 0.3853
H 0.32667 0.56614 -1.82059 0.2831
H 0.95467 1.71651 -0.82901 0.3168
H -1.09935 -1.42756 1.11603 0.2772
H -0.07479 -1.97667 -0.27157 0.2629

No. 5
9
Properties=species:S:1:pos:R:3:mulliken_charge:R:1 method="wB97M-V/def2-TZVPD" lumo_energy_ev="-7.291 / -7.303" homo_ha="-0.4874 / -0.4893" total_charge=+1 e_above_lowest_kj_mol=316.6 energy_ev=-23007.925 homo_lumo_gap_ev="6.0 / 6.0"
C -0.34769 -0.00223 0.10406 0.2280
N -1.48826 -0.20441 0.70785 -0.2727
N -0.02025 0.24966 -1.07260 -0.1944
S 2.10963 0.33194 1.72087 -0.0037
I 3.30586 -0.33615 -0.14391 0.3736
H -2.41992 -0.36318 0.31778 0.2505
H -1.63260 -0.53766 1.63474 0.2745
H -0.51141 0.53562 -1.90399 0.2551
H 1.00464 0.32644 -1.36481 0.0891

No. 6
9
Properties=species:S:1:pos:R:3:mulliken_charge:R:1 method="wB97M-V/def2-TZVPD" lumo_energy_ev=0.413 homo_ha=-0.3154 e_above_lowest_kj_mol=38.8 energy_ev=-13669.732 homo_lumo_gap_ev=9.0
C -1.47394 -0.24782 -0.06260 -0.5880
N -0.11606 0.25965 -0.02035 0.0264
N 1.03586 -0.41408 0.05075 -0.1165
N 1.89451 0.48700 0.10780 -0.4814
I 3.79142 -0.11183 0.12393 0.0816
H -2.06618 -0.11716 -0.93931 0.2473
H -1.94258 0.27167 0.81116 0.2436
H -1.27238 -1.40318 -0.04602 0.2656
H 0.14935 1.27574 -0.02536 0.3216

No. 7
9
Properties=species:S:1:pos:R:3:mulliken_charge:R:1 method="wB97M-V/def2-TZVPD" lumo_energy_ev="-3.957 / -2.138" homo_ha="-0.3416 / -0.3574" e_above_lowest_kj_mol=620.2 energy_ev=-23567.687 homo_lumo_gap_ev="5.3 / 7.6"
C -0.67661 -0.48888 0.80098 -0.7667
N -0.14402 -0.28432 -1.68868 -0.5059
O 0.23746 3.03749 0.48892 -0.3256
S 0.41361 0.31234 -0.40136 0.3504
I 2.60359 -0.68426 0.29822 0.0008
H -0.58707 0.04278 1.74472 0.3266
H -1.68501 -0.40034 0.40543 0.2954
H -0.41826 -1.53780 0.92118 0.3674
H 0.25631 0.00298 -2.56941 0.2576

No. 8
8
Properties=species:S:1:pos:R:3:mulliken_charge:R:1 method="wB97M-V/def2-TZVPD" smiles="CN=S.I" lumo_energy_ev=-1.017 homo_ha=-0.3127 e_above_lowest_kj_mol=191.7 energy_ev=-21525.387 homo_lumo_gap_ev=7.5
C -2.32571 0.06152 -0.27111 -0.6340
N -1.05504 -0.44001 -0.54269 -0.2320
S -0.15441 -0.91221 0.65708 -0.0456
H -2.83418 -0.09003 0.71779 0.3045
H -2.43816 1.00710 -0.71448 0.2939
H -2.88578 -0.53214 -0.89708 0.3140
I 5.48561 0.29502 1.23038 -0.0956
H 6.20767 0.61075 -0.17989 0.0949

No. 9
8
Properties=species:S:1:pos:R:3:mulliken_charge:R:1 method="wB97M-V/def2-TZVPD" lumo_energy_ev="-1.072 / -1.073" homo_ha="-0.3227 / -0.3227" e_above_lowest_kj_mol=124.1 energy_ev=-21526.087 homo_lumo_gap_ev="7.7 / 7.7"
C -0.26561 0.58332 -0.30424 -0.8940
N 0.29118 -1.71598 0.58969 -0.4545
S 0.79870 -0.84231 -0.54274 0.2378
I 3.24712 0.08368 0.02243 -0.2040
H -0.56037 0.81774 0.73293 0.3436
H -1.21114 0.40780 -0.66097 0.3797
H 0.07516 1.59289 -0.60422 0.3244
H 0.86449 -2.65509 0.59671 0.2671

No. 10
8
Properties=species:S:1:pos:R:3:mulliken_charge:R:1 method="wB97M-V/def2-TZVPD" lumo_energy_ev="-0.687 / 0.066" homo_ha="-0.2872 / -0.2836" e_above_lowest_kj_mol=371.6 energy_ev=-20534.825 homo_lumo_gap_ev="7.1 / 7.8"
C 0.54249 -1.26154 -0.46159 -0.2183
O -0.01243 -0.19771 -0.17654 -0.1047
P -1.12920 0.79765 0.31496 0.0398
I -3.25458 -0.35248 0.50810 -0.1637
H 0.21640 -2.36200 -0.59513 0.2359
H 0.56872 2.27265 0.49111 -0.2548
H 1.59601 -1.20114 -0.74288 0.2482
H 1.47259 2.30457 0.66198 0.2177

No. 11
9
Properties=species:S:1:pos:R:3:mulliken_charge:R:1 method="wB97M-V/def2-TZVPD" lumo_energy_ev="-0.241 / -0.241" homo_ha="-0.2961 / -0.2961" e_above_lowest_kj_mol=357.5 energy_ev=-31372.044 homo_lumo_gap_ev="7.8 / 7.8"
C 0.92306 1.24099 0.05048 -1.0352
O 0.48648 -1.96823 -0.10342 -0.4494
P -1.02838 0.05250 -0.91731 0.1488
S -1.05715 -1.56291 0.45502 0.0409
I -2.92491 1.20617 0.10565 -0.0531
H 1.34072 0.88420 -0.81712 0.4218
H 1.01468 0.74407 0.94797 0.3010
H 0.61506 2.28702 0.20352 0.3266
H 0.63043 -2.88382 0.07519 0.2984

No. 12
9
Properties=species:S:1:pos:R:3:mulliken_charge:R:1 method="wB97M-V/def2-TZVPD" lumo_energy_ev="-1.009 / -0.290" homo_ha="-0.3264 / -0.2847" e_above_lowest_kj_mol=439.6 energy_ev=-31371.194 homo_lumo_gap_ev="7.9 / 7.5"
C 1.15336 1.76486 -0.36414 -0.9972
O -0.42184 -3.03244 0.62628 -0.4682
P -0.89945 -0.70762 -0.82297 0.0586
S -1.35261 -1.68750 0.90411 0.0939
I -2.64631 0.85371 -0.25019 -0.0206
H 0.85543 1.73469 0.63603 0.3790
H 0.71029 2.45508 -1.04596 0.3291
H 2.16807 1.42831 -0.56854 0.2906
H 0.43306 -2.80908 0.88538 0.3346